Molecular formula: C11H21N4
Method: DFT, ωB97M-V/def2-TZVPD

Structure (XYZ):
```
36
Properties=species:S:1:pos:R:3:forces:R:3:lowdin_charge:R:1
C -1.0158 1.6303 -0.2159 0.6 0.2 0.8 -0.079
C 2.3295 2.4730 0.0720 -1.2 -2.1 -1.4 -0.102
C 0.3055 1.5655 -0.0755 2.4 -4.0 -0.2 -0.090
C 1.8002 0.1437 0.0294 -1.9 1.2 -0.6 -0.329
C -3.1923 0.6766 -0.2099 2.1 -0.4 -0.6 -0.239
C 1.7031 -0.4896 1.4105 2.2 1.0 -0.4 -0.013
C -4.1102 -0.5071 -0.3014 2.7 -0.9 0.0 -0.009
C -3.8350 1.9914 -0.3395 0.0 1.9 0.0 -0.023
C -1.2991 -0.8583 -0.3679 -0.9 0.6 -1.7 0.037
C 4.1886 0.8334 -0.0649 -0.2 0.6 -3.1 -0.013
C 1.9257 -2.2504 -0.8779 -0.6 -0.1 -3.2 -0.094
N 1.0479 2.6141 -0.0051 0.6 4.2 0.4 0.065
N -1.8384 0.5629 -0.1833 -3.8 -3.6 -0.8 -0.032
N 2.7879 1.2278 -0.0573 -0.1 -1.4 1.2 -0.107
N 1.9418 -0.8166 -1.0011 -0.1 1.4 0.6 -0.062
H -1.5039 2.5520 -0.0954 -0.2 1.1 0.0 0.100
H 2.9991 3.2733 -0.0694 0.8 1.0 0.4 0.137
H 2.6574 -1.0599 1.5142 -1.0 -0.6 0.0 0.100
H 0.7810 -1.0396 1.5194 0.1 -0.2 0.5 0.073
H 1.9441 0.2828 2.1540 -1.1 0.0 0.0 0.104
H -4.0277 -0.9696 -1.3204 -0.2 0.3 0.8 0.122
H -5.0853 -0.1565 -0.1294 -1.3 0.0 0.3 0.069
H -3.7453 -1.2386 0.4579 -0.8 0.2 -0.6 0.108
H -3.9982 2.5106 0.6499 0.0 -0.7 -0.8 0.134
H -4.7951 1.9491 -0.9117 0.8 -0.2 0.7 0.114
H -3.1618 2.6842 -0.8853 -0.6 -0.3 0.1 0.089
H -0.3063 -0.9407 -0.7780 0.4 1.0 0.1 0.054
H -1.3330 -1.4844 0.4821 -0.3 -0.2 1.3 0.088
H -1.9038 -1.3544 -1.1485 0.0 0.4 0.5 0.102
H 4.5301 1.1750 -1.0835 0.1 -0.8 0.6 0.108
H 4.7948 1.4745 0.5490 0.2 -0.6 1.1 0.089
H 4.2048 -0.2804 -0.0800 0.6 1.0 0.7 0.106
H 1.1081 -2.6739 -1.6067 1.4 0.4 1.7 0.123
H 2.8969 -2.6372 -1.1996 -0.2 -0.3 -0.1 0.089
H 1.8063 -2.5117 0.1158 -0.6 -0.8 1.7 0.043
H 2.1867 -0.4920 -1.9159 0.0 0.4 -0.1 0.136
```
Forces are in eV/Å.

- ΔE to the lowest compared entry with this formula, charge and spin: 178.6 kJ/mol
- Total charge: +1
- Highest occupied orbital energy (alpha / beta): -10.9 / -10.9 eV


Molecular formula: C11H21NO2
Method: DFT, ωB97M-V/def2-TZVPD

Structure (XYZ):
```
35
Properties=species:S:1:pos:R:3:forces:R:3:lowdin_charge:R:1
C 2.3305 -0.7926 1.9139 1.1 -0.7 -0.9 -0.116
C 2.8081 -0.1589 0.4432 0.9 0.2 0.5 -0.383
C 2.7535 -1.2656 -0.7801 0.0 -0.5 0.2 -0.121
C 2.0828 1.2691 0.0842 0.2 -0.8 -0.4 -0.168
C 0.5768 1.1280 -0.5698 0.3 1.6 -0.6 -0.304
C 0.5920 2.0527 -1.9633 -0.2 -0.6 0.1 -0.110
C -0.4677 1.8131 0.4921 1.1 0.7 0.0 -0.183
O -1.8871 1.5032 0.2626 0.9 -1.8 0.7 -0.162
C -2.1741 0.0648 0.3750 0.1 -0.8 -1.0 -0.273
C -3.5460 -0.4411 1.1371 0.3 -1.2 -0.9 -0.121
N -3.5689 -1.9168 0.6939 3.1 -1.5 -0.6 -0.027
C -2.6895 -2.2112 -0.5385 1.1 -2.1 -1.1 -0.272
O -2.2540 -3.3847 -1.0087 -2.9 7.2 3.3 -0.052
C -2.4305 -0.6672 -1.0941 -1.0 -1.3 0.8 -0.037
H 2.6781 -0.0965 2.8034 -1.0 -1.3 -1.9 0.085
H 2.9427 -1.8065 2.0158 -1.4 2.1 -0.1 0.085
H 1.1954 -1.0754 1.9449 2.1 0.8 0.0 0.068
H 3.9661 0.0904 0.5935 -2.5 -0.4 -0.3 0.131
H 2.5345 -0.7759 -1.8458 0.4 -1.0 2.4 0.085
H 1.9364 -2.0999 -0.5384 1.6 1.9 -0.7 0.088
H 3.7937 -1.8414 -0.8477 -2.3 1.3 0.1 0.085
H 2.7595 1.8118 -0.7117 -1.3 -1.0 1.7 0.114
H 2.0420 1.9124 1.0654 0.1 -1.1 -1.9 0.117
H 0.2961 0.0475 -0.9210 0.6 1.9 1.2 0.114
H 1.1997 3.0459 -1.7654 -1.4 -2.0 -0.5 0.087
H -0.5022 2.2952 -2.3386 2.2 -0.4 0.9 0.088
H 1.1140 1.4219 -2.8180 -0.9 1.4 1.7 0.083
H -0.1001 1.5997 1.6032 -1.1 0.1 -2.2 0.133
H -0.3547 2.9936 0.3596 -0.4 -2.6 0.2 0.150
H -1.2583 -0.5214 0.8159 -1.7 1.3 -0.4 0.151
H -4.5471 -0.0271 0.6862 2.2 -0.1 1.1 0.134
H -3.5454 -0.5367 2.3059 0.0 0.9 -2.3 0.135
H -3.1469 -2.4836 1.4811 -1.0 0.4 -1.3 0.123
H -1.5899 -0.5748 -1.9180 -2.0 -0.1 1.8 0.131
H -3.5392 -0.3719 -1.4180 2.6 -0.3 0.1 0.140
```
Forces are in eV/Å.

- ΔE to the lowest compared entry with this formula, charge and spin: 646.9 kJ/mol
- Total charge: 0
- Highest occupied orbital energy: -9.5 eV
- Structure (SMILES): CC(C)C[C@H](C)CO[C@H]1CNC(=O)C1


Molecular formula: C11H22BF4N2O3
Method: DFT, ωB97M-V/def2-TZVPD

Structure (XYZ):
```
43
Properties=species:S:1:pos:R:3:forces:R:3:lowdin_charge:R:1
C 5.3775 -1.1235 -0.8470 -1.2 -0.3 0.5 0.002
C 4.0119 -1.1930 0.0180 0.0 -1.6 0.9 -0.428
O 3.8438 -2.1050 0.8558 0.4 2.8 -2.2 0.018
N 2.9406 -0.2217 -0.2040 1.3 -0.4 0.4 -0.008
C 2.4785 0.4253 1.0550 0.7 0.5 1.3 -0.215
C 1.5282 1.6975 0.8492 -0.4 -0.7 0.5 -0.189
C 0.5663 1.6328 -0.4292 -0.4 0.7 0.2 -0.188
C -0.9850 1.4533 0.0258 2.7 0.0 0.4 -0.205
N -1.8197 1.3825 -1.2185 -2.0 -0.6 1.6 0.034
C -2.5762 0.1205 -1.1854 0.7 -2.9 -2.3 -0.442
O -2.1942 -0.8452 -1.8674 -1.1 3.1 2.5 0.108
O -3.7639 -0.0645 -0.3962 1.2 1.4 -1.8 -0.078
C -4.8513 0.7001 -1.0004 -0.8 0.8 0.8 -0.173
C -6.1956 0.2683 -0.2515 -0.3 -1.0 0.3 -0.362
C -5.9624 0.1757 1.3425 -0.3 0.4 -0.2 -0.104
C -6.7339 -1.1829 -0.7486 0.3 1.2 0.1 -0.093
H 6.2376 -1.3605 -0.1293 -1.2 0.3 -1.1 0.078
H 5.2776 -1.9629 -1.6290 0.4 1.4 1.1 0.097
H 5.5139 -0.1038 -1.3393 -0.1 -1.4 0.6 0.074
H 3.1759 0.4612 -0.9331 0.1 -0.3 0.6 0.108
H 2.0359 -0.3418 1.7891 0.5 1.0 -1.5 0.126
H 3.4283 0.8152 1.5865 -1.5 -0.5 -0.5 0.126
H 0.8370 1.7391 1.7731 1.1 0.0 -1.2 0.106
H 2.1712 2.6391 0.9121 -1.0 -1.2 -0.5 0.106
H 0.7712 0.7756 -1.1459 0.0 1.1 1.0 0.107
H 0.6979 2.6282 -0.9967 -0.5 -1.6 0.7 0.111
H -1.2263 2.3256 0.7158 -0.1 -1.2 -0.9 0.121
H -0.9951 0.4717 0.6241 -0.3 1.5 -0.8 0.141
H -2.4822 2.1807 -1.1810 0.4 -0.8 -0.1 0.109
H -4.6629 1.8139 -0.7874 -0.3 -1.4 -0.4 0.125
H -4.8816 0.5489 -2.1315 -0.1 0.0 1.5 0.142
H -7.0348 1.0336 -0.4356 1.5 -0.9 0.1 0.134
H -6.9623 -0.0256 1.8788 1.4 0.5 -0.9 0.084
H -5.2702 -0.6809 1.6378 -0.8 1.3 -0.6 0.083
H -5.5278 1.1725 1.7117 -0.6 -1.5 -0.3 0.084
H -6.8100 -1.1995 -1.8950 0.2 -0.2 1.7 0.081
H -5.9900 -1.9510 -0.3475 -1.2 0.8 -0.8 0.087
H -7.7820 -1.3318 -0.3097 1.6 0.0 -0.6 0.078
B 8.7627 -2.1542 0.9275 0.2 -0.2 0.2 -1.154
F 7.9560 -1.3140 1.7628 0.4 -0.4 -0.6 0.042
F 8.4006 -3.5230 1.1345 0.2 0.9 -0.2 0.047
F 8.5503 -1.8062 -0.4462 0.0 -0.1 0.7 0.040
F 10.1445 -1.9703 1.2549 -0.8 -0.1 -0.2 0.042
```
Forces are in eV/Å.

- Total charge: -1
- Highest occupied orbital energy: -6.9 eV


Molecular formula: C11H22Br8O
Method: DFT, ωB97M-V/def2-TZVPD

Structure (XYZ):
```
42
Properties=species:S:1:pos:R:3:forces:R:3:lowdin_charge:R:1
C 0.1946 17.0158 -4.4540 -1.1 1.1 -0.3 -0.004
C -1.1389 17.2815 -5.2021 -0.8 0.1 0.2 -0.454
O -2.0014 18.0494 -4.7523 1.9 -1.3 -0.6 0.015
C -1.3875 16.5267 -6.4966 0.2 0.7 0.6 -0.021
H -0.0940 16.2606 -3.7230 0.3 0.2 0.4 0.078
H 0.4285 17.9997 -4.0474 0.1 -0.3 0.8 0.082
H 1.0937 16.6893 -4.9766 -0.5 -0.2 -0.6 0.079
H -0.8573 15.5759 -6.5502 -0.3 0.0 0.1 0.083
H -0.9246 17.1809 -7.2354 -0.1 0.0 -0.4 0.089
H -2.4649 16.4774 -6.6541 0.2 -0.2 -0.2 0.080
Br -5.9703 15.5229 -9.5663 0.9 -0.8 0.1 0.537
C -4.2049 14.5352 -9.5009 -0.8 0.4 0.3 -0.649
C -3.3182 15.1827 -10.5347 -0.8 -0.1 0.2 -0.752
Br -1.6332 14.3000 -10.4288 0.9 -0.2 0.0 0.655
H -4.3722 13.4653 -9.6250 -0.3 0.2 -0.4 0.058
H -3.8118 14.6541 -8.4912 -0.1 0.3 -0.1 0.041
H -3.2073 16.2381 -10.2858 0.1 -0.1 -0.3 0.046
H -3.6837 15.0247 -11.5494 0.0 0.2 0.2 0.057
Br -4.9517 19.1606 -8.7215 1.4 0.9 0.3 0.508
C -3.4932 20.5665 -8.3668 -0.1 -0.2 -0.2 -0.585
C -2.9441 20.4338 -6.8915 -1.0 0.8 -1.7 -0.614
Br -2.3593 22.2538 -6.2462 -0.4 -1.3 -0.3 0.560
H -3.9761 21.4887 -8.6900 -0.4 0.1 1.2 0.033
H -2.7706 20.5211 -9.1816 0.4 -0.9 0.4 0.049
H -2.0994 19.7527 -6.7884 -0.2 0.2 -0.1 0.034
H -3.8101 20.0721 -6.3370 0.5 0.3 0.5 0.010
Br -5.3922 18.3314 -1.4805 -0.1 0.9 -0.3 0.585
C -4.5965 19.6970 -2.6735 0.0 -0.5 -0.1 -0.634
C -5.5313 20.1560 -3.7749 0.1 -0.1 0.2 -0.690
Br -7.0925 21.1581 -3.1313 0.4 -0.2 -0.1 0.590
H -3.7624 19.1259 -3.0812 0.0 0.2 -0.3 0.028
H -4.1779 20.5418 -2.1264 -0.4 -0.2 0.4 0.069
H -5.9125 19.3171 -4.3572 0.0 0.2 0.1 0.057
H -4.9802 20.8489 -4.4107 -0.1 0.0 0.0 0.034
Br -2.9848 16.2636 0.0694 0.4 -0.8 -0.5 0.554
C -2.7769 14.8737 -1.3668 -0.7 -0.1 1.2 -0.661
C -3.7624 15.2063 -2.4376 1.0 0.4 -1.3 -0.684
Br -3.5285 13.7982 -3.8481 -0.1 0.6 0.4 0.567
H -2.9440 13.9070 -0.8919 0.2 0.2 0.0 0.054
H -1.7818 14.9724 -1.8006 -0.1 -0.1 0.4 0.047
H -3.2858 16.1101 -2.8173 -0.8 0.1 -0.8 0.025
H -4.8357 15.3587 -2.3241 0.4 -0.3 0.6 0.042
```
Forces are in eV/Å.

- ΔE to the lowest compared entry with this formula, charge and spin: 0.0 kJ/mol
- Total charge: 0
- Highest occupied orbital energy: -9.7 eV
- Structure (SMILES): CC(C)=O.BrCCBr.BrCCBr.BrCCBr.BrCCBr


Molecular formula: C11H22CoGeN2O14P2SSe
Method: DFT, ωB97M-V/def2-TZVPD

Structure (XYZ):
```
55
Properties=species:S:1:pos:R:3:forces:R:3:lowdin_charge:R:1
Co 1.7979 -1.1227 0.1867 -1.3 -0.8 1.1 0.614
O 4.4859 -0.5140 -1.5924 0.1 0.0 -0.1 -0.136
P 4.2947 0.4307 -0.3001 -0.2 -0.2 0.3 0.259
O 5.5482 0.9643 0.2187 0.0 0.1 0.1 -0.246
O 3.4002 -0.3754 0.6735 0.5 0.1 -0.2 -0.313
O 3.3305 1.5907 -0.8587 0.1 0.1 -0.4 -0.224
P 1.9774 1.3276 -1.7116 -0.4 0.0 0.2 0.255
O 2.5070 0.7445 -3.0939 0.1 0.0 0.0 -0.107
O 1.2078 2.5567 -1.9175 0.0 0.0 0.0 -0.256
O 1.2120 0.2107 -0.9533 0.7 0.0 -0.3 -0.369
H 4.1121 -1.4055 -1.4629 -0.1 0.0 0.0 0.063
H 3.2732 0.1637 -2.9504 0.0 0.0 0.0 0.051
O 0.5711 -6.3587 -1.0638 -0.2 -0.1 0.2 0.129
C -0.4165 -5.8299 -0.3472 0.1 -0.1 -0.1 -0.493
O -1.2994 -6.4985 0.1270 -0.1 0.0 0.0 0.102
C -0.3835 -4.3583 -0.1681 -0.2 0.0 0.0 -0.031
C -1.3636 -3.6061 0.4593 0.0 0.0 -0.1 0.045
N -0.9810 -2.3257 0.4090 0.2 0.0 0.0 0.087
N 0.1877 -2.1924 -0.2239 -0.2 -0.1 0.5 0.047
C 0.5628 -3.4132 -0.5606 0.1 0.2 -0.3 -0.119
C 1.9241 -3.4689 -1.1521 0.0 0.3 -0.1 -0.477
O 2.3544 -4.4739 -1.6954 0.1 0.0 0.0 0.099
O 2.5460 -2.3391 -1.0328 0.4 0.0 -0.3 -0.048
H 1.2418 -5.6848 -1.3388 0.2 0.0 -0.1 0.063
H -2.2900 -3.9177 0.9092 0.0 0.0 0.0 0.146
H -1.4353 -1.4987 0.7730 0.0 0.0 -0.1 0.100
C -4.4339 2.6428 -0.3135 -0.1 0.0 0.0 -0.235
Ge -2.7750 3.4064 -1.0190 0.0 0.0 0.1 0.724
C -2.3287 2.6367 -2.7484 0.0 0.0 0.0 -0.214
C -2.9814 5.3530 -1.1402 0.0 0.0 -0.1 -0.229
C -1.3139 3.0023 0.2135 0.0 -0.2 -0.4 -0.567
Se -1.1555 1.0850 0.6014 -0.3 0.6 0.3 0.940
C -2.0812 1.1264 2.3155 0.0 -0.1 0.0 -0.396
H -5.2781 2.8618 -0.9691 0.0 0.0 0.0 0.011
H -4.6539 3.0510 0.6743 0.0 0.0 0.0 0.014
H -4.3327 1.5602 -0.2288 0.0 0.0 0.0 0.004
H -3.1636 2.6992 -3.4470 0.0 0.0 0.0 0.013
H -2.0483 1.5910 -2.6180 0.0 0.0 0.0 0.016
H -1.4637 3.1531 -3.1641 0.0 0.0 0.0 0.020
H -3.7848 5.6244 -1.8266 0.0 0.0 0.0 0.010
H -2.0564 5.8016 -1.5041 0.0 0.0 0.0 0.016
H -3.2088 5.7744 -0.1602 0.0 0.0 0.0 0.011
H -1.3784 3.5298 1.1637 0.0 0.0 0.0 0.017
H -0.3775 3.2511 -0.2883 0.0 0.0 0.1 -0.008
H -3.1629 1.1857 2.2069 0.0 0.0 0.0 0.007
H -1.7167 1.9757 2.8903 0.0 0.0 0.0 0.021
H -1.8125 0.2140 2.8497 0.0 0.0 0.0 0.009
C 2.8612 -0.9601 3.6373 0.1 0.0 0.0 -0.119
S 1.4725 -1.5729 2.7557 -0.4 0.6 0.2 0.489
O 0.5377 -2.1074 3.7025 0.1 -0.3 -0.1 -0.288
O 1.9958 -2.5033 1.7209 0.2 0.0 -0.4 -0.302
O 0.9107 -0.4445 1.9494 0.6 -0.1 -0.3 -0.410
H 3.2748 -1.7869 4.2108 0.0 0.0 0.0 0.075
H 2.5115 -0.1666 4.2929 0.0 0.0 0.0 0.076
H 3.5782 -0.5894 2.9097 0.0 0.0 0.0 0.055
```
Forces are in eV/Å.

- ΔE to the lowest compared entry with this formula, charge and spin: 18.6 kJ/mol
- Total charge: -1
- Highest occupied orbital energy: -5.5 eV


Molecular formula: C11H22FN3O
Method: DFT, ωB97M-V/def2-TZVPD

Structure (XYZ):
```
38
Properties=species:S:1:pos:R:3:forces:R:3:lowdin_charge:R:1
N -1.4713 4.4216 0.8050 0.2 -0.1 0.0 -0.005
C -2.0227 3.2703 1.5138 0.0 0.0 0.0 -0.258
C -1.0819 2.4799 2.4339 0.1 0.0 0.0 -0.198
O -0.5928 1.2628 1.8768 -0.1 0.0 0.0 -0.104
C 0.2558 1.4675 0.8005 0.0 0.1 -0.1 -0.280
F 0.3660 0.2708 0.1405 0.0 -0.1 0.0 -0.012
H -0.8475 4.9538 1.4007 -0.1 0.0 0.0 0.064
H -0.9358 4.1452 -0.0093 0.0 0.0 0.0 0.047
H -2.4298 2.5779 0.7738 -0.1 0.0 0.0 0.121
H -2.8708 3.6130 2.1108 0.0 0.0 0.0 0.104
H -1.5946 2.1778 3.3444 0.0 0.0 0.0 0.118
H -0.2340 3.1169 2.7261 0.0 0.0 0.0 0.120
H 1.2618 1.7552 1.1324 0.0 0.0 0.0 0.137
H -0.1386 2.1998 0.0950 0.0 -0.1 0.0 0.078
C 2.8870 -0.6274 -2.0578 0.0 0.0 0.0 -0.103
C 3.3041 0.2718 -3.2127 0.0 0.0 0.0 -0.258
C 3.4086 1.7478 -2.8107 0.0 0.0 0.0 -0.187
C 2.1310 2.2970 -2.3539 0.0 0.0 0.0 -0.210
N 1.1300 2.7312 -1.9978 0.0 0.0 0.0 0.167
H 1.8994 -0.3612 -1.6814 0.0 0.0 0.0 0.055
H 2.8555 -1.6699 -2.3731 0.0 0.0 0.0 0.075
H 3.5931 -0.5513 -1.2278 0.0 0.0 0.0 0.079
H 2.5957 0.1796 -4.0380 0.0 0.0 0.0 0.112
H 4.2791 -0.0337 -3.5966 0.0 0.0 0.0 0.107
H 3.7466 2.3567 -3.6506 0.0 0.0 0.0 0.118
H 4.1336 1.8736 -2.0035 0.0 0.0 0.0 0.121
C -1.1807 -2.6510 0.7576 0.0 0.0 0.0 -0.106
C -2.5204 -3.2550 1.1526 0.0 0.0 0.0 -0.261
C -2.4348 -4.7579 1.4418 0.0 0.0 0.0 -0.198
C -1.9915 -5.5236 0.2755 0.0 0.0 0.0 -0.244
N -1.6543 -6.1208 -0.6448 0.0 0.0 0.0 0.140
H -0.8025 -3.1029 -0.1609 0.0 0.0 0.0 0.074
H -1.2677 -1.5779 0.5956 0.0 0.0 0.0 0.056
H -0.4356 -2.8065 1.5407 0.0 0.0 0.0 0.081
H -3.2565 -3.0881 0.3637 0.0 0.0 0.0 0.111
H -2.9018 -2.7652 2.0505 0.0 0.0 0.0 0.107
H -3.4034 -5.1538 1.7509 0.0 0.0 0.0 0.115
H -1.7297 -4.9476 2.2541 0.0 0.0 0.0 0.118
```
Forces are in eV/Å.

- Total charge: 0
- Highest occupied orbital energy: -9.2 eV
- Structure (SMILES): CCCC#N.CCCC#N.NCCOCF


Number 1: E_tot -17698.0206 eV. Number 2: E_tot -17326.7391 eV. Number 3: E_tot -32438.9299 eV. Number 4: E_tot -574150.6596 eV. Number 5: E_tot -232323.6162 eV. Number 6: E_tot -20998.0997 eV.